No. 1
A molecular structure, C40H31N8O2PbS, computed with ωB97M-V/def2-TZVPD.

Summary:
DFT total energy ... -74060.069 eV
Energy relative to the best compared isomer or geometry (same formula, charge and spin) ... 0.1492 eV
Charge ... +3
E_LUMO (spin up / spin down) ... -10.68 / -10.79 eV

Last column: Löwdin charge in e.
Geometry (Å):
Pb -0.547 -0.473 -0.055  1.3586
C 3.363 -3.400 0.217  0.0000
C 2.298 -2.654 -0.307  -0.0945
N 1.883 -1.508 0.204  0.0079
C 2.540 -1.007 1.278  -0.1711
C 3.574 -1.714 1.912  -0.1204
C 3.981 -2.944 1.346  0.0456
C 4.164 -1.182 3.087  0.0612
C 3.760 0.027 3.605  -0.0066
C 2.816 0.791 2.928  0.0176
C 2.234 0.331 1.742  -0.2602
N 1.342 1.040 1.000  0.0809
C 1.353 2.340 0.808  -0.1674
C 2.464 3.190 1.133  0.0728
C 2.481 4.510 0.788  0.0086
C 1.401 5.060 0.090  0.1044
C 0.281 4.280 -0.288  -0.1204
C -0.793 4.834 -1.013  0.0585
C -1.849 4.033 -1.355  0.0069
C -1.807 2.690 -0.975  -0.0727
N -0.808 2.144 -0.286  0.0254
C 0.231 2.920 0.056  -0.1391
H 3.666 -4.323 -0.259  0.1286
H 1.752 -3.020 -1.172  0.1211
H 4.785 -3.505 1.810  0.1421
H 4.931 -1.761 3.592  0.1429
H 4.180 0.391 4.534  0.1336
H 2.475 1.728 3.354  0.1363
H 3.342 2.752 1.587  0.1279
H 3.348 5.121 1.001  0.1423
H 1.418 6.110 -0.180  0.1494
H -0.765 5.882 -1.294  0.1471
H -2.697 4.417 -1.906  0.1319
H -2.624 2.023 -1.239  0.1283
C -2.542 0.610 5.156  -0.0094
N -2.861 -0.612 4.419  -0.1052
C -3.974 -1.408 4.650  0.0014
C -3.906 -2.437 3.799  -0.0074
N -2.760 -2.250 3.020  0.0139
C -2.111 -1.127 3.427  -0.6707
S -0.625 -0.461 2.901  0.6175
C -2.258 -3.233 2.104  -0.2533
C -2.453 -4.581 2.373  0.0319
C -1.993 -5.499 1.448  -0.0088
C -1.350 -5.042 0.305  -0.0218
C -1.200 -3.680 0.148  -0.1748
N -1.650 -2.777 1.026  0.0127
H -3.371 0.831 5.820  0.1025
H -2.396 1.432 4.462  0.0862
H -1.636 0.469 5.739  0.0983
H -4.706 -1.178 5.406  0.1443
H -4.601 -3.241 3.631  0.1380
H -2.915 -4.914 3.291  0.1288
H -2.122 -6.559 1.626  0.1315
H -0.978 -5.729 -0.444  0.1226
H -0.704 -3.280 -0.734  0.0752
O 3.684 5.091 -4.481  0.1801
C 3.097 4.630 -3.385  -0.4825
O 3.120 5.269 -2.363  0.1277
C 2.387 3.307 -3.430  -0.1391
C 1.194 3.172 -4.129  0.0053
C 0.407 2.042 -3.949  -0.0060
C 0.814 1.043 -3.072  -0.2781
C 2.048 1.146 -2.434  -0.0227
C 2.831 2.272 -2.613  -0.0017
N -0.078 0.002 -2.683  0.0098
C -0.768 -0.617 -3.554  -0.0605
C -1.915 -1.489 -3.205  -0.2696
C -2.481 -2.293 -4.176  0.0108
C -3.630 -3.011 -3.864  -0.0105
C -4.176 -2.876 -2.603  -0.0136
C -3.533 -2.055 -1.681  -0.1266
N -2.419 -1.382 -1.962  0.0099
H 3.625 4.472 -5.221  0.1393
H 0.850 3.966 -4.782  0.1375
H -0.557 1.971 -4.441  0.1246
H 2.381 0.339 -1.787  0.1015
H 3.784 2.361 -2.102  0.1354
H -0.568 -0.490 -4.622  0.1473
H -2.040 -2.351 -5.164  0.1305
H -4.096 -3.651 -4.603  0.1306
H -5.091 -3.388 -2.331  0.1242
H -3.929 -1.936 -0.677  0.1152

Cartesian forces, eV/Å:
-0.32 -0.14 0.29
-0.02 -0.06 -0.08
-0.15 -0.02 0.12
0.19 0.11 -0.10
-0.08 0.14 -0.04
0.04 0.00 0.09
0.09 -0.01 0.13
0.03 -0.04 0.00
0.07 -0.02 0.07
-0.06 0.08 0.00
-0.10 -0.03 -0.05
0.22 -0.01 -0.12
-0.02 -0.02 0.02
-0.04 -0.15 -0.03
-0.04 0.30 -0.09
0.06 -0.10 0.05
0.08 0.20 0.03
0.06 0.15 -0.02
-0.07 0.00 -0.04
0.04 -0.14 0.09
0.07 0.13 -0.03
0.02 -0.19 0.01
-0.03 0.03 0.00
0.05 0.02 0.05
-0.03 0.03 -0.03
-0.04 0.03 -0.03
-0.02 -0.02 -0.03
0.00 -0.07 -0.01
0.01 -0.02 -0.08
-0.05 0.00 -0.01
0.06 -0.04 -0.08
-0.02 -0.06 0.03
0.03 -0.03 0.02
0.07 0.05 0.00
-0.01 -0.10 0.00
-0.10 0.19 0.12
0.26 0.19 0.15
0.02 -0.06 -0.37
0.06 -0.65 -0.09
-0.09 0.18 0.07
-0.03 0.12 0.08
-0.26 0.31 0.34
0.06 -0.02 0.08
0.04 -0.03 -0.04
0.02 -0.04 -0.04
0.02 -0.11 0.05
0.00 -0.20 -0.39
-0.02 0.00 0.00
-0.01 0.02 -0.06
0.03 -0.03 0.01
0.06 0.06 -0.06
0.09 -0.04 -0.02
-0.04 0.08 0.01
-0.01 0.02 -0.02
-0.01 0.03 0.03
-0.06 -0.07 -0.02
-0.07 0.01 -0.09
0.12 0.08 0.11
-0.10 -0.09 0.14
-0.09 0.07 -0.05
0.03 0.00 -0.06
-0.15 0.01 -0.01
-0.05 -0.11 0.10
0.09 -0.10 0.11
0.03 -0.07 0.11
-0.05 0.09 -0.10
0.01 -0.03 -0.10
0.11 0.20 0.12
0.00 -0.06 -0.16
-0.05 -0.07 -0.06
-0.04 0.02 0.05
0.13 -0.03 -0.01
-0.08 0.03 -0.07
0.02 -0.05 -0.03
0.00 -0.03 0.03
0.05 0.02 0.02
-0.04 0.07 -0.03
-0.07 0.01 -0.01
-0.03 0.00 0.01
-0.03 0.01 0.04
0.02 0.04 0.02
0.05 0.02 0.00
0.03 -0.01 -0.07

No. 2
A molecular structure, C40H32AlClN6O4, computed with ωB97M-V/def2-TZVPD.

Summary:
DFT total energy ... -78257.821 eV
Charge ... 0
E_LUMO ... -0.54 eV

Last column: Löwdin charge in e.
Geometry (Å):
Al -0.781 -0.946 0.376  0.1026
C 1.827 -0.962 3.364  -0.0296
C 0.678 -0.087 3.783  -0.1900
C 0.914 0.875 4.759  -0.0521
C -0.112 1.636 5.282  -0.0793
C -1.403 1.430 4.835  -0.0459
C -1.676 0.474 3.869  -0.2013
C -3.098 0.188 3.490  -0.0357
C -0.623 -0.263 3.309  -0.1707
N -0.948 -1.216 2.301  0.0833
C -1.538 -2.334 2.768  -0.4624
O -1.651 -2.701 3.926  0.0864
C -2.124 -3.125 1.635  -0.1246
C -3.050 -4.150 1.763  0.0368
C -3.589 -4.694 0.605  -0.0144
C -3.176 -4.220 -0.635  0.0373
C -2.244 -3.192 -0.667  -0.1139
N -1.758 -2.671 0.449  0.1415
C -1.733 -2.486 -1.895  -0.4543
O -1.954 -2.900 -3.020  0.0835
N -1.050 -1.394 -1.519  0.0788
C -0.646 -0.499 -2.541  -0.1775
C 0.607 -0.588 -3.146  -0.2031
C 1.498 -1.780 -2.960  -0.0223
C 0.989 0.393 -4.054  -0.0571
C 0.132 1.423 -4.389  -0.0733
C -1.137 1.464 -3.836  -0.0472
C -1.543 0.507 -2.921  -0.1978
C -2.944 0.492 -2.388  -0.0139
H 2.398 -1.239 4.250  0.0872
H 2.498 -0.434 2.682  0.0779
H 1.468 -1.870 2.887  0.0595
H 1.923 1.004 5.125  0.1100
H 0.081 2.357 6.065  0.1014
H -2.219 1.998 5.261  0.1084
H -3.742 1.010 3.794  0.0810
H -3.431 -0.715 4.004  0.0891
H -3.202 0.008 2.417  0.0691
H -3.347 -4.477 2.747  0.1254
H -4.333 -5.476 0.670  0.1162
H -3.572 -4.617 -1.557  0.1256
H 1.413 -2.397 -3.854  0.0982
H 1.192 -2.381 -2.108  0.0631
H 2.541 -1.484 -2.856  0.0729
H 1.963 0.322 -4.523  0.1104
H 0.427 2.179 -5.103  0.1019
H -1.828 2.240 -4.136  0.1109
H -3.473 1.410 -2.632  0.0829
H -2.949 0.362 -1.305  0.0691
H -3.484 -0.350 -2.821  0.0931
Cl -5.738 5.241 -0.447  0.6776
C -4.273 4.331 -0.348  -0.6702
C -4.129 3.382 0.650  -0.0862
C -2.978 2.621 0.695  -0.0029
C -1.964 2.806 -0.238  -0.1296
C -2.113 3.781 -1.219  -0.0125
C -3.267 4.539 -1.281  -0.0921
C -0.741 1.950 -0.195  -0.4870
O 0.346 2.346 -0.566  0.0887
O -0.922 0.749 0.283  0.0549
H -4.919 3.227 1.368  0.1063
H -2.849 1.882 1.467  0.0929
H -1.327 3.928 -1.942  0.1198
H -3.409 5.277 -2.054  0.1055
N 8.772 2.231 -2.717  0.1722
C 7.805 1.745 -2.342  -0.1889
C 6.630 1.135 -1.844  -0.2277
C 6.749 0.149 -0.865  -0.0063
C 5.616 -0.435 -0.341  0.0045
C 4.360 -0.049 -0.800  -0.1704
C 4.234 0.939 -1.775  0.0231
C 5.371 1.530 -2.294  0.0037
N 3.223 -0.710 -0.301  0.0136
C 3.185 -2.036 0.061  -0.0231
C 1.895 -2.315 0.374  -0.0929
N 1.158 -1.180 0.234  0.0730
C 1.971 -0.235 -0.186  -0.0578
H 7.727 -0.155 -0.526  0.1256
H 5.701 -1.180 0.435  0.1162
H 3.254 1.225 -2.126  0.1165
H 5.290 2.288 -3.058  0.1273
H 4.046 -2.669 0.039  0.1271
H 1.442 -3.236 0.686  0.1314
H 1.658 0.778 -0.379  0.1301

Cartesian forces, eV/Å:
0.48 -1.21 -0.08
-0.14 0.03 0.03
-0.06 -0.05 0.00
-0.04 0.08 0.01
0.07 0.02 0.04
-0.04 -0.06 -0.01
0.03 0.11 -0.10
0.08 -0.07 -0.02
0.07 0.26 0.32
0.13 0.20 -0.18
0.12 0.02 0.13
-0.18 -0.12 0.01
-0.45 -0.45 0.36
0.20 0.12 0.02
0.18 0.13 0.01
0.20 0.09 -0.06
-0.36 -0.46 -0.26
-0.21 -0.18 0.10
0.15 0.16 0.00
-0.18 -0.15 -0.09
-0.01 0.26 0.07
0.06 0.27 -0.31
-0.04 -0.06 0.01
-0.17 0.00 -0.03
-0.03 0.13 -0.02
0.02 0.09 -0.05
-0.03 0.01 -0.02
0.01 0.02 0.01
0.02 -0.06 0.09
0.07 -0.04 -0.05
0.04 -0.07 -0.08
0.08 0.00 0.01
0.09 0.00 0.07
0.05 0.08 -0.02
-0.09 0.04 0.03
-0.10 0.03 -0.07
-0.08 -0.05 -0.01
-0.10 0.05 0.04
0.04 0.00 0.09
-0.01 -0.02 -0.02
0.05 0.06 -0.09
0.08 -0.15 0.02
0.07 -0.04 -0.04
0.10 -0.04 0.03
0.07 -0.01 -0.05
0.07 0.02 -0.02
-0.07 0.06 0.01
-0.03 0.07 -0.02
-0.10 0.05 -0.02
-0.10 -0.06 -0.02
-0.14 0.15 -0.01
0.19 -0.22 0.01
-0.08 0.06 -0.05
0.18 -0.01 -0.09
-0.17 0.09 0.05
0.14 -0.12 0.17
-0.16 0.02 0.00
0.29 0.02 -0.10
0.07 0.22 -0.17
-0.53 0.81 0.34
-0.08 0.03 0.08
-0.01 -0.13 0.10
0.15 0.01 -0.09
0.03 0.10 -0.09
0.38 0.20 -0.19
0.34 0.20 -0.21
-0.69 -0.34 0.38
-0.11 0.09 -0.16
-0.24 0.01 0.00
0.60 0.41 -0.29
-0.07 -0.23 0.22
0.13 -0.08 0.11
-0.33 -0.28 0.17
-0.26 -0.61 0.16
0.50 -0.23 0.08
-0.21 0.27 -0.06
-0.11 0.38 0.00
0.09 0.02 0.06
0.03 -0.06 0.06
-0.12 0.04 -0.09
-0.03 0.07 -0.02
0.17 -0.08 -0.07
0.05 -0.19 0.07
0.00 0.28 -0.09